1.
The following is a DFT calculation (ωB97M-V/def2-TZVPD) of 9 unconnected molecules or ions with the total composition C7H28O9 at a distorted geometry.

Structure (XYZ):
```
44
Properties=species:S:1:pos:R:3:forces:R:3
C 1.0970 0.7887 -3.4438 -0.3440 0.5082 0.3067
C -0.1918 0.7299 -2.6342 -2.1664 -1.2636 -0.3026
C -0.1180 0.8442 -1.1409 0.4667 2.0952 -0.1695
C -0.6060 -0.0431 -0.2865 -0.1380 -0.1473 -0.5623
C -0.5111 -0.0252 1.1835 0.5594 0.1055 -0.0070
C -1.5224 0.3304 1.9828 -0.5199 -0.6514 -0.4099
C -1.5291 0.3628 3.4797 2.2742 -0.0474 -0.1616
O -2.7094 0.7338 1.4087 -0.0475 0.2709 0.1257
H 1.8737 0.2800 -2.8776 0.3057 -0.0955 -0.4363
H 1.3757 1.8285 -3.6422 0.2233 0.0257 0.5191
H 0.9656 0.4184 -4.4541 -0.0081 -0.6522 0.0138
H -0.9497 1.3809 -3.1023 0.4284 0.5896 0.5162
H -0.7896 -0.2026 -2.7161 0.9429 -0.1905 -0.6738
H 0.3167 1.8119 -0.8052 -0.2532 -0.9664 0.0465
H -1.0490 -0.9316 -0.7323 -0.0520 -0.1596 -0.0375
H 0.4876 -0.3363 1.5030 -0.5278 0.0371 0.6823
H -2.4374 0.0563 3.9776 -0.3551 0.5147 -0.1499
H -1.0732 1.3272 3.7376 -1.0016 0.2234 0.4882
H -0.7274 -0.2895 3.8482 -0.1541 -0.2771 -0.1422
H -3.1391 -0.0376 0.9542 0.1249 0.1290 0.2911
O 0.1499 -2.6159 -2.7474 0.7708 0.1251 -0.3443
H 0.6872 -3.2451 -3.2511 -0.3993 -0.1761 0.1379
H 0.8226 -1.9251 -2.6202 -0.3624 -0.0658 0.3375
O 2.8937 0.5325 -0.4814 -0.3143 -0.2675 0.4917
H 3.2691 1.0521 -1.1909 0.0131 0.3481 -0.0768
H 2.1286 1.0320 -0.1296 0.5575 0.1060 -0.3071
O -1.1843 3.5460 0.8486 -0.5686 0.4356 -0.3384
H -1.6941 2.7258 0.8825 -0.1419 -0.2556 0.0572
H -1.7883 4.1793 0.4154 0.5406 -0.4115 0.2967
O 2.9371 -2.2078 -1.0820 0.3493 -0.4979 -0.9999
H 2.7964 -1.2621 -0.9623 -0.1366 0.1907 0.6596
H 2.5198 -2.7051 -0.3821 -0.2261 0.3093 0.3633
O 1.5265 2.7971 0.7684 0.0010 0.1974 -0.0159
H 0.5713 3.0028 0.7116 0.2863 0.2346 0.2174
H 1.9747 3.6508 0.8450 -0.1793 -0.2851 0.0183
O -3.7525 -1.5596 0.5153 -0.2916 0.4353 -0.1492
H -3.1012 -2.2383 0.7984 -0.0935 0.0208 -0.2096
H -3.6871 -1.4172 -0.4341 0.0722 -0.3819 -0.0301
O -1.9146 -3.0894 1.6591 0.9415 0.1753 -0.2360
H -1.2221 -3.3545 1.0287 -0.3668 -0.2405 0.1353
H -1.4936 -2.2970 2.0368 -0.2324 -0.0443 0.1466
O 2.5811 -1.4014 2.2264 -0.1272 0.9155 -0.2317
H 3.4619 -1.7441 2.3693 0.3063 -0.2645 0.0534
H 2.7549 -0.4827 1.9353 -0.1566 -0.6516 0.0872
```
Forces are in eV/Å.

## Properties
- E_HOMO (eV) = -9.04
- SMILES = CC/C=C/C=C(/C)O.O.O.O.O.O.O.O.O
- energy relative to the best compared isomer or geometry (same formula, charge and spin) (kJ/mol) = 130.7

=====

2.
The following is a DFT calculation (ωB97M-V/def2-TZVPD) of 9 unconnected molecules or ions with the total composition C7H30BF4O8 at a distorted geometry.

Structure (XYZ):
```
50
Properties=species:S:1:pos:R:3:forces:R:3
B 3.0072 -9.4203 -17.9698 0.9438 -1.1684 -0.6599
F 4.2970 -9.2160 -17.4965 0.6128 0.3576 1.3711
F 2.3084 -8.2616 -18.0088 -0.8906 2.4443 0.5493
F 3.1841 -9.8437 -19.2582 -0.3320 -0.8825 -1.2293
F 2.2961 -10.3065 -17.1864 -0.0647 -0.5184 0.4670
C 0.2987 -12.5293 -16.7188 -0.4423 -0.3488 -0.6409
O -0.4752 -13.4672 -15.9452 0.4419 0.4014 -0.1326
H 1.3678 -12.7296 -16.6476 -0.1288 0.0419 0.3938
H 0.0601 -12.6652 -17.7736 -0.0609 -0.3342 -0.1885
H 0.0754 -11.4704 -16.5886 -0.0111 -0.0262 0.7631
H -1.1118 -13.0301 -15.3749 0.1316 0.2147 -0.1524
C 3.0853 -9.7924 -14.3279 0.6715 0.1571 0.4318
O 3.2034 -8.4925 -14.8054 -0.0208 -0.0052 0.2414
H 2.0881 -10.1611 -14.5679 -0.7337 -0.0588 0.3212
H 3.6814 -10.5167 -14.8830 0.4676 0.0918 -0.1845
H 3.3517 -9.7379 -13.2724 -0.4973 -0.3697 -0.0490
H 3.3728 -8.5486 -15.7487 0.1028 0.2275 -0.9767
C 0.4310 -5.1450 -18.2221 0.1711 0.3006 0.6750
O 1.1839 -5.8690 -17.2452 -0.6762 1.1729 -0.0684
H 1.0876 -4.8199 -19.0291 0.0988 -0.4980 -0.4048
H -0.3910 -5.7740 -18.5637 0.0631 -0.1837 -0.4213
H 0.0142 -4.2270 -17.8077 0.1057 -0.2907 0.5271
H 1.5842 -6.6195 -17.6902 0.3748 -0.7074 -0.3365
C 2.6302 -13.5683 -19.7820 -0.3553 1.2817 0.8182
O 3.0542 -12.8418 -18.6017 0.4092 -1.6095 0.1800
H 3.0734 -13.1051 -20.6636 -0.2380 -0.1830 -0.1959
H 2.8686 -14.6313 -19.7478 0.6830 0.2414 0.4718
H 1.5403 -13.5734 -19.7909 -0.1843 0.3102 -0.4888
H 2.9666 -11.8859 -18.6192 -0.2925 -0.1230 -0.8422
C 0.0730 -10.1577 -20.2563 -0.6267 0.2070 -0.2943
O 0.1781 -8.9689 -19.4828 0.1690 -0.4350 -0.0821
H 1.0247 -10.4787 -20.6798 0.1296 0.0597 0.0397
H -0.3553 -10.9659 -19.6635 0.0137 -0.1745 0.0229
H -0.6186 -9.9374 -21.0694 0.0525 -0.0905 -0.0446
H 0.8269 -9.1959 -18.8126 -0.1509 0.4165 0.1339
C 5.6208 -9.5685 -21.1446 0.2107 0.2587 -0.8389
O 6.3574 -9.8021 -19.9684 0.0234 -0.1983 0.0104
H 4.8105 -10.2688 -21.3472 -0.1856 -0.0900 0.4431
H 5.2493 -8.5451 -21.1971 -0.2498 0.0974 0.1682
H 6.2823 -9.6718 -22.0048 0.3290 -0.0440 0.1593
H 5.7421 -9.8284 -19.2319 -0.1419 -0.0144 0.0933
C 2.6110 -7.0303 -21.6170 -0.6394 -0.2956 -0.5465
O 2.9267 -6.6474 -20.3010 0.2776 0.2161 0.1108
H 3.3299 -7.6764 -22.1210 0.5641 0.1584 0.2253
H 1.6898 -7.6117 -21.6541 -0.3570 0.1248 0.1126
H 2.4775 -6.1302 -22.2171 0.0583 -0.0024 0.0984
H 2.9859 -7.4366 -19.7577 -0.0138 -0.1391 -0.0354
O 6.5124 -8.3880 -15.9370 0.0934 0.1109 0.5207
H 5.6343 -8.6580 -16.2059 -0.0275 -0.0932 -0.2909
H 7.0168 -8.3678 -16.7502 0.1224 -0.0081 -0.2451
```
Forces are in eV/Å.

## Properties
- E_HOMO (alpha / beta) (eV) = -9.97 / -9.97
- multiplicity = 2

=====

3.
The following is a DFT calculation (ωB97M-V/def2-TZVPD) of 8 unconnected molecules or ions with the total composition C7H31O8 at a distorted geometry.

Structure (XYZ):
```
46
Properties=species:S:1:pos:R:3:forces:R:3
O 0.4569 0.0964 -0.0264 -7.6461 6.4892 -3.9340
H 1.0319 -0.3876 0.3736 6.7490 -5.2158 4.9767
H -0.1771 -0.4836 -0.4904 -0.3377 -0.2959 -0.6886
H -0.1201 0.7324 0.5316 0.8448 -0.8540 -0.3556
C -0.2411 2.6944 -2.9884 -2.8839 -7.0802 -0.7800
O 0.9569 2.7234 -3.6094 1.8645 2.1648 5.5412
H -0.2791 1.6534 -2.4204 -0.0761 2.3975 -0.4527
H -1.2261 2.5694 -3.5544 1.5000 0.3108 -0.5635
H -0.5571 3.3384 -2.3074 0.0746 3.8940 2.9664
H 0.9159 2.5854 -4.4654 -0.4867 -0.8652 -6.4985
C -3.5531 -0.8386 0.0186 1.6739 -1.2532 -2.3722
O -2.3631 -1.1596 0.7236 -0.4927 -0.0171 3.4447
H -3.0341 -0.5116 -0.9144 -1.4649 0.2465 0.2658
H -4.1931 -0.1176 0.4466 -0.4002 1.0893 0.6099
H -4.1501 -1.7296 -0.2284 0.1743 0.1198 0.2121
H -2.5781 -1.1956 1.7166 0.6324 -0.1097 -2.2099
C 0.0129 -0.7006 3.9546 2.4791 -1.9652 0.4174
O 0.5269 -0.9776 2.6176 0.2803 -3.4755 0.2354
H 0.9129 -0.2386 4.3636 -0.7439 0.5892 0.9697
H -0.1791 -1.6806 4.6456 -0.2859 2.4881 -1.9976
H -0.7171 -0.0406 3.6006 -1.8854 1.0641 1.4167
H 0.7229 -1.9466 2.7196 0.0935 1.3463 -1.0581
C 0.0009 -0.4016 -3.2504 3.6384 -4.4095 2.3217
O -0.9931 -0.3646 -2.2794 -0.6348 -1.2107 0.8210
H 0.0889 -1.2396 -4.0224 -0.5221 0.4946 1.6280
H 0.9769 -0.2526 -2.6514 -1.1803 -0.9536 -1.0905
H -0.0051 0.4234 -3.7434 -0.3456 5.1138 -3.6167
H -1.8211 -0.2136 -2.7154 -0.8235 0.0617 -0.1567
C 3.4439 0.0784 1.8416 -1.5602 2.0338 -1.4381
O 2.9549 -0.6566 0.6546 1.1860 -2.2578 0.5432
H 3.4119 -0.5496 2.7906 0.2339 1.1607 -1.3179
H 2.6969 1.0294 1.8256 1.3383 -2.4476 0.7514
H 4.3729 0.6394 1.5436 -0.3213 -1.2905 0.8132
H 3.3939 -1.5866 0.5316 -0.8203 2.9082 0.7120
C 0.0259 -3.5236 -0.4894 0.8187 -1.6968 1.8494
O 0.9909 -2.5076 -0.7164 -0.3552 0.9795 0.1547
H -0.9241 -3.1866 -1.0394 1.4083 -1.1261 1.0884
H -0.0691 -3.7506 0.7176 -0.5400 0.9442 -2.8859
H 0.6039 -4.4656 -0.8074 -1.9600 0.8280 -0.2259
H 1.7969 -2.8276 -0.3204 0.4124 0.0584 -0.0022
C -0.2701 3.2384 1.2226 5.7229 5.6052 -0.3343
O -1.0901 2.2024 1.2066 -1.2957 -2.3200 0.2011
H -0.2931 4.1464 1.9846 -0.8253 -2.4645 -0.2825
H -0.3011 3.9824 0.2966 0.3091 -2.2022 0.9476
H 0.7299 2.7504 1.4136 -0.4058 1.3270 -0.7053
H -1.8901 2.6524 1.2996 -3.1409 -0.2036 0.0789
```
Forces are in eV/Å.

## Properties
- total charge = +1
- E_HOMO (eV) = -12.57
- energy relative to the best compared isomer or geometry (same formula, charge and spin) (kJ/mol) = 100.6

=====

4.
The following is a DFT calculation (ωB97M-V/def2-TZVPD) of 11 unconnected molecules or ions with the total composition C7H34NO10 at a distorted geometry.

Structure (XYZ):
```
52
Properties=species:S:1:pos:R:3:forces:R:3
C -1.5825 2.3864 -0.5371 0.6573 0.2469 1.1919
C -2.3110 1.7683 -1.7012 -0.8107 0.9086 -0.7547
C -1.6630 0.5551 -2.2866 -0.2227 -0.6552 0.4790
C -0.5831 0.5432 -3.0491 0.9745 0.2088 -0.2239
C 0.2324 -0.6531 -3.3686 -0.2993 -0.4812 -0.5510
C 0.9930 -1.2504 -2.4568 -0.5897 0.4579 -0.1865
C 1.7366 -2.5313 -2.5034 -0.1481 -0.4959 -0.6879
N -1.4323 1.4828 0.6616 0.0577 -1.9698 -2.1460
H -2.0047 3.3034 -0.1342 -0.3502 0.1021 -0.3799
H -0.5591 2.6212 -0.7965 -0.0191 0.0530 -0.3870
H -2.3679 2.5323 -2.4809 0.3388 0.2431 -0.0089
H -3.3737 1.6562 -1.4689 0.1030 -0.5242 0.2035
H -2.0748 -0.4133 -2.0078 0.1540 0.0060 0.1833
H -0.1192 1.4497 -3.4359 -0.4014 0.3879 0.1842
H 0.1679 -1.0115 -4.3952 0.1373 -0.1185 0.0126
H 0.9281 -0.7799 -1.4986 0.2411 0.0556 0.6990
H 1.2767 -3.1635 -1.7475 0.3453 -0.1443 0.3701
H 2.8104 -2.4384 -2.3658 0.0725 0.1345 0.4657
H 1.6282 -3.0983 -3.4287 -0.2086 0.2765 -0.2714
H -0.4511 1.4336 0.9430 -0.0291 0.9289 1.0584
H -1.4919 0.4924 0.3313 -0.1191 0.1655 0.1684
H -2.1624 1.4981 1.3719 0.0229 0.5183 0.6167
H -3.1953 -4.0434 -0.3442 -0.4679 0.0366 -0.1989
H -3.4261 -2.4941 -0.5987 -0.4500 -0.1935 0.0317
O -2.8247 -3.1652 -0.2757 1.0131 0.1313 0.2829
H 1.2132 3.4980 -0.6808 -0.0838 0.0866 0.0349
H 1.9985 4.1652 -1.7470 -0.0910 0.0876 -0.2438
O 1.0961 4.1250 -1.4138 0.2524 -0.1610 0.2827
H 1.8142 1.4020 0.8452 0.0111 0.0989 -0.1939
H 1.8745 2.5812 1.7892 -0.2127 0.0831 0.0423
O 1.3731 2.2474 1.0308 0.2906 -0.2927 -0.0045
H 2.4574 -0.1261 4.0061 0.1737 -0.1747 0.7300
H 4.0533 0.0162 3.7202 -0.1895 -0.1835 0.5694
O 3.1616 0.0816 3.3787 -0.2638 0.3577 -1.2340
H 2.5887 1.3345 -2.8181 -0.1078 -0.1108 0.0700
H 3.7685 2.0763 -2.2026 0.0362 -0.0664 0.0307
O 2.9404 1.6412 -1.9747 0.1144 0.0903 -0.0319
H 2.4699 -2.4133 1.1285 0.6837 0.3120 0.1923
H 2.4905 -1.0026 2.0015 0.8479 -0.5888 0.0589
O 1.9965 -1.6718 1.5022 -1.3499 0.2812 -0.0437
H -4.0811 -0.1258 0.1972 -0.6355 0.2608 0.3471
H -4.1176 -0.2344 1.8033 -0.4054 0.1970 -0.2606
O -3.6116 -0.3954 0.9951 0.9709 -0.4037 -0.1546
H -0.7885 -3.2074 4.0717 -0.2370 -0.3164 0.2893
H 0.1476 -3.1329 2.8454 0.0533 -0.0064 0.0344
O -0.3551 -2.6043 3.4743 0.1656 0.1943 -0.5660
H 0.2234 -1.0117 4.0796 -0.2930 -0.8054 -0.1082
H 0.3414 0.4582 4.3239 -0.1996 0.1875 0.2900
O 0.4662 -0.3905 4.7705 0.6996 0.8923 -0.0982
H 0.0971 -1.1329 1.2152 0.0949 -0.1578 -0.3873
H -1.2363 -1.7309 0.7608 -0.1053 0.0401 -0.1975
O -0.5325 -1.1269 0.4711 -0.2214 -0.1810 0.4006
```
Forces are in eV/Å.

## Properties
- E_HOMO (alpha / beta) (eV) = -2.49 / -9.27
- multiplicity = 2
- energy relative to the best compared isomer or geometry (same formula, charge and spin) (kJ/mol) = 168.8

=====

5.
The following is a DFT calculation (ωB97M-V/def2-TZVPD) of 11 unconnected molecules or ions with the total composition C7H36N14O11 at a distorted geometry.

Structure (XYZ):
```
68
Properties=species:S:1:pos:R:3:forces:R:3
N 0.8825 3.1728 2.3610 1.5662 -2.1197 3.1429
C 0.1741 3.4172 1.2949 -1.5775 0.4762 -2.8232
N 0.4807 4.6185 0.8170 0.6569 2.2843 -0.8619
O -0.6694 2.7191 0.7516 -0.7411 -0.7840 0.5237
H 1.7770 3.6326 2.4540 -0.1546 -0.2942 0.2347
H 0.8301 2.2270 2.7113 0.1827 0.0507 0.0635
H 1.3276 5.0171 1.1965 -0.4146 0.5415 -0.5836
H 0.0582 4.9868 -0.0232 0.2686 -0.2783 0.2438
N 0.4532 -0.2929 3.4686 -3.8304 -0.1209 -3.7473
C 1.6887 -0.3000 3.8465 2.2939 -0.3658 -3.8147
N 1.7287 -0.1017 5.0938 1.8257 0.5944 6.4319
O 2.6550 -0.4519 3.0909 -0.1994 0.0211 0.2527
H -0.3361 0.0268 4.0117 0.2791 -0.1833 -0.1956
H 0.3736 -0.3652 2.4644 -0.6370 0.3461 -0.3427
H 2.5556 -0.5050 5.5105 -0.2362 0.3734 0.7058
H 0.8202 -0.1560 5.5317 0.7861 -0.2100 0.7866
N -1.9874 -1.4945 2.2612 4.6697 2.5006 0.1534
C -2.8775 -2.4103 2.5367 1.5287 -2.7880 1.0971
N -3.9772 -2.1023 1.9419 -4.1607 0.5700 -1.3593
O -2.5755 -3.4353 3.1338 -0.5071 -0.3104 0.5525
H -2.1149 -0.5977 1.8144 -0.2703 -0.4520 -0.0497
H -1.0470 -1.6858 2.5762 -0.3221 -0.0700 -0.0178
H -4.8495 -2.5774 2.1250 0.2743 0.2661 -0.2241
H -3.8714 -1.2278 1.4477 -1.3648 -0.1275 -0.2806
N -0.0056 -0.9074 -4.0693 1.0057 0.9296 -4.0780
C -0.4457 -1.0856 -2.8721 -1.8029 1.3772 3.1733
N 0.1723 -2.0672 -2.2614 0.5149 -1.1818 0.6037
O -1.2942 -0.3447 -2.3084 0.2580 -0.9353 -0.4575
H 0.7634 -1.5049 -4.3371 -0.3154 0.4951 -0.6814
H -0.4978 -0.3429 -4.7469 0.2927 -0.0390 0.1920
H -0.2636 -2.4402 -1.4302 0.3756 -0.2170 -0.1143
H 0.7012 -2.6187 -2.9220 0.0065 -0.7315 1.1327
N 3.9183 2.2768 -1.6598 5.3959 0.8162 0.3678
C 2.6809 2.0206 -1.7074 -4.8058 -0.1054 -0.8140
N 2.1890 1.9112 -2.9855 -1.0966 -0.6960 -0.2898
O 1.9236 2.0052 -0.7380 -0.2028 -0.1029 0.3571
H 4.3124 2.5891 -0.7839 0.2354 -0.5496 -0.0236
H 4.5000 1.9234 -2.4061 0.2298 0.4360 0.3884
H 1.1972 1.7301 -3.0453 0.2489 -0.0388 -0.1071
H 2.7157 1.9745 -3.8450 -0.0131 0.0947 0.4769
N 0.9995 -3.3853 0.3775 -3.8635 2.7191 1.4846
C 2.2168 -3.6662 0.0510 -0.1848 -2.8432 -0.4765
N 2.2129 -4.9378 -0.3322 0.4450 -4.5458 -2.0145
O 3.1465 -2.9742 0.1695 3.9855 2.9834 0.2105
H 0.2335 -3.9971 0.1347 -0.0677 0.6771 0.6869
H 0.9633 -2.5016 0.8651 -1.0427 0.0684 -0.1333
H 2.9527 -5.5131 -0.7088 0.3050 0.8516 0.2081
H 1.3249 -5.4168 -0.3772 0.3755 0.0102 0.1138
N -2.0809 2.2278 -2.3692 5.9647 0.7779 3.9090
C -3.1053 2.3363 -3.0828 -4.1197 0.8352 -1.4090
N -3.4939 1.1420 -3.5072 -1.1149 -1.3667 -1.5535
O -3.7497 3.3436 -3.2384 -1.0846 1.9155 -0.6346
H -1.7879 3.0237 -1.8208 0.2691 -0.3421 -0.0863
H -1.6194 1.3294 -2.3588 0.5669 0.4019 0.6005
H -4.3685 1.1661 -4.0117 0.4503 -0.8478 -0.0975
H -2.8015 0.4318 -3.3167 -1.0299 -0.8963 -0.5816
O -2.4555 -2.8151 -1.1249 0.2306 -0.5580 0.0494
H -2.9247 -2.4118 -1.8553 -0.1077 0.1830 -0.1617
H -2.4370 -2.1380 -0.4485 -0.1569 0.2818 0.3775
O -3.1731 0.4630 0.3911 -0.2644 -0.4982 0.2861
H -2.8424 1.1093 1.0149 0.1763 0.6262 0.0448
H -2.7557 0.6948 -0.4385 0.1307 0.2407 -0.4811
O 3.9830 1.8682 1.5418 0.3676 0.6911 -0.0514
H 3.1048 1.8721 1.1611 -0.4344 -0.2039 -0.3944
H 3.9333 1.2297 2.2532 -0.0787 -0.5444 0.2364
O 0.2272 -0.1565 0.5330 -0.0585 -0.7508 0.4893
H 0.7241 0.6264 0.2952 0.3770 0.5722 -0.3267
H -0.4930 -0.1841 -0.0969 -0.2784 0.0902 -0.3094
```
Forces are in eV/Å.

## Properties
- E_HOMO (eV) = -9.22
- SMILES = NC(N)=O.NC(N)=O.NC(N)=O.NC(N)=O.NC(N)=O.NC(N)=O.NC(N)=O.O.O.O.O
- energy relative to the best compared isomer or geometry (same formula, charge and spin) (kJ/mol) = 392.1